# 1
{
  "formula": "C3H2N2OS",
  "method": "ωB97M-V with the def2-TZVPD basis set",
  "elements": ["S", "O", "N", "N", "C", "C", "C", "H", "H"],
  "positions_angstrom": [[2.327, -0.615, 0.431], [2.710, -2.031, 0.314], [-1.847, -0.420, -0.205], [0.393, -0.531, 0.032], [-1.399, 0.817, -0.237], [-0.029, 0.814, -0.083], [-0.810, -1.178, -0.012], [0.826, 1.580, 0.018], [-2.171, 1.564, -0.258]],
  "lowdin_spin": [0.53, 0.42, 0.13, 0.13, 0.04, 0.02, 0.73, 0.00, 0.00],
  "e_lumo_ev": [-0.85, -2.30],
  "spin_multiplicity": 3,
  "homo_ev": [-9.192, -8.916],
  "s_squared": 2.0123
}

# 2
{
  "formula": "C4H4O",
  "method": "ωB97M-V with the def2-TZVPD basis set",
  "elements": ["O", "C", "C", "C", "C", "H", "H", "H", "H"],
  "positions_angstrom": [[1.741, 0.075, -0.382], [-0.703, -0.561, -0.312], [0.541, -0.125, 0.314], [-1.394, 0.596, -0.826], [-0.672, 0.922, 0.426], [-1.034, -1.609, -0.431], [1.604, -0.051, -1.380], [0.823, -0.602, 1.213], [-0.904, 1.355, 1.380]],
  "mulliken_charge": [-0.53, -0.17, 0.01, -0.57, -0.05, 0.34, 0.34, 0.32, 0.29],
  "e_lumo_ev": 0.71,
  "homo_ev": -9.183
}

# 3
{
  "formula": "C39H38IIrN7O2PS2",
  "method": "ωB97M-V with the def2-TZVPD basis set",
  "elements": ["Ir", "I", "S", "S", "P", "O", "O", "N", "N", "N", "N", "N", "N", "N", "C", "C", "C", "C", "C", "C", "C", "C", "C", "C", "C", "C", "C", "C", "C", "C", "C", "C", "C", "C", "C", "C", "C", "C", "C", "C", "C", "C", "C", "C", "C", "C", "C", "C", "C", "C", "C", "C", "C", "H", "H", "H", "H", "H", "H", "H", "H", "H", "H", "H", "H", "H", "H", "H", "H", "H", "H", "H", "H", "H", "H", "H", "H", "H", "H", "H", "H", "H", "H", "H", "H", "H", "H", "H", "H", "H", "H"],
  "positions_angstrom": [[-1.490, -1.010, -0.306], [-2.408, -2.010, -2.869], [-1.392, -0.515, 4.234], [-4.994, 2.221, -0.300], [0.854, -0.722, -0.875], [2.080, 2.576, 3.108], [2.248, 4.771, 5.508], [-3.274, -2.095, -0.167], [2.207, 4.813, 3.132], [-3.094, 0.514, -0.253], [0.009, -2.172, 2.705], [-1.571, -0.692, 1.689], [-3.779, 1.178, -2.413], [-0.776, 2.281, 0.279], [1.764, 3.654, 2.623], [2.706, 1.224, -1.616], [2.233, -0.180, 1.864], [2.143, 0.497, -0.545], [2.698, -4.663, 0.080], [-5.105, -3.139, 0.903], [-2.519, 0.492, 3.421], [0.145, 2.498, 1.210], [-3.357, 0.887, 1.080], [-4.356, 1.763, 1.232], [4.563, 1.890, -0.185], [1.583, -2.249, -0.428], [1.097, -1.533, -3.568], [-5.566, -3.594, -0.326], [-0.918, -1.206, 2.715], [-3.946, -2.394, 0.948], [-3.864, 1.188, -1.076], [-2.506, 0.279, 2.111], [3.012, 4.806, 4.343], [-4.867, -3.288, -1.484], [2.943, -2.383, -0.429], [-0.345, 0.716, -4.522], [3.996, 1.213, 0.865], [0.090, -0.258, -5.400], [3.907, 1.905, -1.424], [1.307, -4.538, 0.125], [0.829, 3.698, 1.429], [2.783, 0.533, 0.709], [-0.404, 4.517, -0.432], [-3.726, -2.536, -1.341], [-0.097, 0.578, -3.177], [0.579, 4.780, 0.542], [-1.047, 3.328, -0.521], [-0.800, -3.017, -0.069], [0.795, -1.343, -4.918], [1.891, -2.773, -3.259], [0.753, -3.287, -0.122], [0.620, -0.565, -2.654], [3.490, -3.588, -0.183], [3.695, 3.958, 4.270], [0.351, 1.694, 1.907], [-5.197, -3.633, -2.454], [1.152, -2.078, -5.631], [-4.754, 2.187, 2.153], [4.554, -3.699, -0.197], [-1.293, -3.619, -0.825], [3.559, -1.515, -0.654], [-5.634, -3.366, 1.818], [0.334, -2.590, 1.843], [1.167, -0.308, 1.725], [3.180, -5.608, 0.267], [4.341, 2.432, -2.256], [0.404, -2.508, 3.571], [-1.227, -3.322, 0.886], [2.830, -2.521, -2.772], [0.684, -5.396, 0.359], [-3.131, 1.175, 3.969], [2.041, 3.857, 5.733], [-0.867, 1.597, -4.888], [-0.673, 5.283, -1.129], [1.359, -3.462, -2.609], [5.508, 2.414, -0.059], [1.092, 5.749, 0.587], [4.468, 1.209, 1.832], [2.692, -1.152, 1.946], [2.235, 1.194, -2.576], [2.127, -3.300, -4.182], [2.394, 0.370, 2.790], [-3.083, 0.626, -2.882], [3.604, 5.743, 4.362], [1.766, 5.679, 2.866], [-0.094, -0.169, -6.463], [-0.433, 1.348, -2.544], [-1.822, 3.185, -1.272], [-6.471, -4.183, -0.386], [-3.539, -2.011, 1.873], [-4.443, 1.689, -2.972]],
  "lowdin_spin": [0.60, 0.00, 0.00, 0.00, 0.07, 0.00, 0.00, 0.05, 0.00, 0.06, 0.01, 0.00, 0.01, 0.05, 0.00, 0.01, 0.00, 0.03, 0.00, 0.00, 0.00, 0.00, 0.00, 0.01, 0.01, 0.00, 0.00, 0.00, 0.00, 0.01, 0.01, 0.00, 0.00, 0.00, 0.00, 0.00, 0.00, 0.00, 0.00, 0.00, 0.00, 0.01, 0.00, 0.00, 0.01, 0.00, 0.00, 0.01, 0.00, 0.00, 0.01, 0.01, 0.00, 0.00, 0.00, 0.00, 0.00, 0.00, 0.00, 0.00, 0.00, 0.00, 0.00, 0.00, 0.00, 0.00, 0.00, 0.00, 0.00, 0.00, 0.00, 0.00, 0.00, 0.00, 0.00, 0.00, 0.00, 0.00, 0.00, 0.00, 0.00, 0.00, 0.00, 0.00, 0.00, 0.00, 0.00, 0.00, 0.00, 0.00, 0.00],
  "e_lumo_ev": [-9.07, -11.04],
  "spin_multiplicity": 2,
  "homo_ev": [-15.949, -15.914],
  "s_squared": 0.7561,
  "total_charge": 3
}

# 4
{
  "formula": "C51H93N3O15",
  "method": "ωB97M-V with the def2-TZVPD basis set",
  "elements": ["O", "O", "O", "O", "O", "O", "O", "O", "O", "O", "O", "O", "O", "O", "O", "N", "N", "N", "C", "C", "C", "C", "C", "C", "C", "C", "C", "C", "C", "C", "C", "C", "C", "C", "C", "C", "C", "C", "C", "C", "C", "C", "C", "C", "C", "C", "C", "C", "C", "C", "C", "C", "C", "C", "C", "C", "C", "C", "C", "C", "C", "C", "C", "C", "C", "C", "C", "C", "C", "H", "H", "H", "H", "H", "H", "H", "H", "H", "H", "H", "H", "H", "H", "H", "H", "H", "H", "H", "H", "H", "H", "H", "H", "H", "H", "H", "H", "H", "H", "H", "H", "H", "H", "H", "H", "H", "H", "H", "H", "H", "H", "H", "H", "H", "H", "H", "H", "H", "H", "H", "H", "H", "H", "H", "H", "H", "H", "H", "H", "H", "H", "H", "H", "H", "H", "H", "H", "H", "H", "H", "H", "H", "H", "H", "H", "H", "H", "H", "H", "H", "H", "H", "H", "H", "H", "H", "H", "H", "H", "H", "H", "H"],
  "positions_angstrom": [[4.792, -0.041, -5.065], [5.879, 3.537, -0.893], [-4.734, 0.177, 4.925], [0.643, 2.355, -2.385], [0.289, 1.779, 4.249], [-3.560, -1.628, 5.496], [-0.388, -2.191, 4.838], [-3.186, -0.523, 0.955], [2.238, 2.718, 4.723], [0.956, 2.842, -0.270], [-3.833, 1.084, -1.455], [-3.481, -2.415, -0.150], [0.558, 5.990, -3.143], [7.419, 2.918, -2.407], [1.830, 6.632, -1.454], [-4.426, 0.518, -2.589], [0.358, -3.251, 4.315], [4.361, -1.078, -4.178], [1.091, -3.996, 5.338], [-0.007, 0.917, 0.746], [-4.262, 0.081, -5.032], [-3.518, -1.681, 0.954], [-4.121, -2.481, 2.109], [2.818, -2.941, -3.791], [1.798, -0.817, -4.545], [1.913, -1.756, 3.044], [2.618, -4.807, 3.516], [1.791, -5.191, 4.739], [0.154, -4.536, 6.428], [4.446, -2.128, -2.043], [0.681, 2.267, 1.029], [-6.383, -0.363, -3.751], [-0.165, -2.709, 1.990], [-4.603, 1.387, 4.179], [3.483, 2.345, 5.364], [3.924, 0.331, -2.163], [-0.822, 5.702, -3.387], [3.260, -2.102, -6.087], [6.223, -0.500, -2.704], [4.540, 4.078, -0.889], [2.045, -3.058, 6.151], [0.750, 6.295, -1.835], [3.229, 1.032, 6.105], [1.734, 0.783, 5.942], [-0.564, 6.088, -1.050], [-1.363, 5.265, -2.059], [-3.091, 1.544, 3.850], [-2.228, 0.222, -3.648], [-3.609, -0.506, 5.055], [-4.178, -3.636, 0.059], [-5.893, 0.433, -2.525], [4.311, 4.651, -2.285], [0.605, 1.999, -1.226], [-5.770, 0.165, -5.060], [-6.296, -0.441, -1.332], [0.302, 0.617, -0.712], [-3.578, 2.293, -4.029], [5.356, 3.944, -3.149], [0.928, -2.944, 3.006], [-2.484, 0.276, 4.396], [4.740, -0.805, -2.794], [6.358, 3.404, -2.119], [1.709, -4.163, 2.457], [3.102, -1.666, -4.613], [-3.642, 0.765, -3.840], [3.046, -2.742, -2.307], [-4.957, -3.527, 1.357], [-6.547, 1.814, -2.446], [1.326, 1.760, 4.857], [3.806, 3.324, -0.605], [1.461, -0.240, 5.680], [1.659, 2.124, 1.497], [0.597, -5.307, 7.056], [2.533, -5.560, 5.453], [-3.302, -2.954, 2.656], [3.776, 0.206, 5.653], [5.316, -2.771, -2.193], [1.035, 1.024, 6.748], [-0.859, -1.940, 2.362], [-3.415, -4.412, 0.232], [3.492, -4.179, 3.724], [1.342, -0.915, 3.452], [1.544, -0.586, -3.513], [-0.809, -3.587, 1.907], [-1.255, 4.199, -1.860], [-4.693, -1.820, 2.753], [6.866, -1.266, -3.142], [-6.008, 2.348, -1.661], [1.483, -2.351, 6.761], [-2.858, 1.631, 2.789], [6.449, 0.453, -3.178], [2.835, 0.303, -2.218], [-0.137, -3.741, 7.120], [2.755, -2.442, 5.593], [1.003, -1.457, -4.924], [0.179, -2.330, 1.029], [3.046, -3.692, -1.760], [4.525, 4.862, -0.135], [-5.712, -1.362, -1.309], [-3.439, 0.332, -0.987], [4.902, 3.104, -3.673], [-2.274, -0.751, -3.150], [6.499, -0.496, -1.647], [0.141, 2.919, 1.711], [2.823, -1.942, 3.604], [-6.307, -0.415, -5.815], [3.330, -3.805, -4.214], [3.276, 4.472, -2.574], [-2.862, 2.620, -4.789], [-3.853, 0.551, -5.933], [4.372, -1.991, -0.957], [0.214, 0.121, 1.454], [-1.596, 0.853, -3.021], [-1.263, 6.656, -3.696], [1.114, -4.974, 2.030], [2.178, -1.455, 2.027], [-0.418, 5.518, -0.138], [-4.936, 2.191, 4.834], [4.034, 1.301, -2.665], [5.874, 4.615, -3.828], [-5.147, -4.423, 1.939], [3.449, 1.053, 7.171], [-3.306, 2.825, -3.115], [-2.431, 5.443, -1.912], [-7.610, 1.780, -2.202], [4.406, 5.732, -2.205], [-1.713, 0.123, -4.604], [2.396, -3.898, 1.648], [-6.006, 1.218, -5.239], [3.150, -5.647, 3.055], [5.498, -0.510, -5.522], [4.236, 0.535, -1.135], [-0.967, 7.082, -0.855], [2.337, -2.163, -1.711], [-6.458, 2.346, -3.391], [-0.807, -4.883, 6.038], [4.244, 2.180, 4.607], [1.137, -6.038, 4.533], [-2.739, 2.490, 4.259], [1.746, -3.171, -3.804], [-2.040, -0.371, 3.642], [-5.917, -3.045, 1.147], [3.789, 3.102, 6.081], [-6.270, -1.447, -3.737], [3.315, -1.232, -6.749], [4.119, -2.711, -6.370], [-5.997, 0.091, -0.421], [2.667, -3.643, 6.833], [-1.317, -2.462, 4.873], [1.177, -0.032, -0.814], [1.943, 0.056, -5.181], [-4.675, -3.968, -0.850], [-1.797, 0.452, 5.225], [-1.100, 0.959, 0.706], [-7.456, -0.185, -3.886], [-0.517, 0.147, -1.249], [-7.362, -0.643, -1.410], [-0.949, 4.946, -4.158], [-5.233, 1.352, 3.292], [2.322, -2.575, -6.386], [-3.958, -0.966, -5.149], [-4.544, 2.728, -4.297]],
  "mulliken_charge": [-0.47, -0.42, -0.44, -0.67, -0.43, -0.61, -0.07, -0.46, -0.41, -0.26, -0.21, -0.37, -0.37, -0.62, -0.60, 0.77, 0.23, 0.38, 1.55, 1.30, -1.23, 0.45, 0.20, -1.24, -1.59, -1.23, -0.87, -1.21, -2.03, -1.52, -0.39, -1.19, -1.14, -0.44, -0.52, -0.82, -0.59, -2.10, -2.16, 0.03, -1.56, 0.64, -0.62, 0.63, -0.51, 0.46, -0.18, -1.88, 0.38, -0.75, 1.45, -0.29, 0.36, -0.91, -1.92, 1.03, -1.90, -0.46, 2.06, 1.86, 1.98, 0.57, -0.98, 1.55, 2.17, 0.38, -0.63, -1.79, 0.31, -0.11, -0.55, 0.26, 0.41, 0.53, -0.04, 0.15, 0.36, 0.47, -0.59, 0.41, 0.30, -0.21, 0.20, 0.78, -0.54, 0.15, 0.50, 0.28, 0.29, -0.25, 0.37, -0.53, 0.37, 0.23, 0.47, 0.02, 0.42, 0.39, 0.17, 0.10, 0.15, 0.35, 0.43, 0.30, 0.43, 0.40, 0.39, 0.04, 0.51, 0.48, 0.44, -0.91, -0.23, 0.33, 0.46, 0.19, 0.10, 0.30, -0.26, 0.39, 0.41, 0.40, 0.29, 0.51, 0.46, 0.41, 0.66, 0.13, 0.33, 0.48, 0.34, 0.64, 0.35, -0.39, 0.36, 0.43, 0.31, 0.31, 0.31, 0.36, -1.55, 0.30, 0.27, 0.36, 0.43, 0.45, 0.35, 0.51, 0.25, -0.73, 0.47, 0.40, 0.28, -0.36, 0.46, 0.01, 0.52, 0.31, 0.28, 0.41, 0.42, 0.38],
  "smiles": "CC1(C)CCCC(C)(C)N1O.CC1(C)CCCC(C)(C)N1O.CC1(C)CCCC(C)(C)N1O.O=C1CCCO1.O=C1CCCO1.O=C1CCCO1.O=C1CCCO1.O=C1CCCO1.O=C1CCCO1",
  "e_lumo_ev": 0.33,
  "homo_ev": -7.911
}

Per-record M, g/mol: 114.13, 68.08, 1051.01, 988.31
Per-record energy above the lowest of the compared OMol25 structures with the same formula, charge and spin, kJ/mol: 211.16, 447.09, 0.00, 0.00